{
  "formula": "C26H84N4O14",
  "method": "the ωB97M-V functional and the def2-TZVPD basis",
  "orbital_gap_ev": 9.599,
  "relative_energy_kcal_mol": 92.71,
  "multiplicity": 1,
  "e_homo_ha": -0.346,
  "lumo_ev": 0.2,
  "species": ["C", "C", "O", "H", "H", "H", "H", "H", "H", "C", "C", "O", "H", "H", "H", "H", "H", "H", "C", "C", "O", "H", "H", "H", "H", "H", "H", "C", "C", "O", "H", "H", "H", "H", "H", "H", "C", "C", "O", "H", "H", "H", "H", "H", "H", "O", "H", "H", "O", "H", "H", "O", "H", "H", "O", "H", "H", "O", "H", "H", "C", "C", "C", "O", "C", "N", "H", "H", "H", "H", "H", "H", "H", "H", "H", "H", "H", "C", "C", "C", "O", "C", "N", "H", "H", "H", "H", "H", "H", "H", "H", "H", "H", "H", "C", "C", "C", "O", "C", "N", "H", "H", "H", "H", "H", "H", "H", "H", "H", "H", "H", "C", "C", "C", "O", "C", "N", "H", "H", "H", "H", "H", "H", "H", "H", "H", "H", "H"],
  "xyz": [[1.586, 0.520, 6.782], [1.956, 0.526, 8.214], [2.249, 1.806, 8.563], [1.433, -0.490, 6.403], [2.394, 0.935, 6.179], [0.636, 0.991, 6.528], [2.811, -0.058, 8.555], [1.086, 0.098, 8.712], [2.663, 1.753, 9.427], [0.397, -6.816, -8.135], [0.833, -5.363, -8.245], [-0.194, -4.515, -7.712], [0.420, -7.149, -7.097], [1.215, -7.413, -8.537], [-0.558, -7.022, -8.620], [1.008, -5.161, -9.301], [1.797, -5.092, -7.814], [0.220, -3.690, -7.449], [-1.657, 0.853, -0.521], [-0.876, 0.063, -1.558], [-1.306, 0.494, -2.886], [-1.391, 1.874, -0.793], [-1.308, 0.670, 0.495], [-2.741, 0.739, -0.552], [-0.963, -1.023, -1.516], [0.202, 0.208, -1.492], [-0.584, 0.330, -3.497], [5.296, 3.528, 0.965], [6.673, 2.944, 0.816], [7.054, 2.775, -0.537], [5.011, 3.774, 1.988], [4.483, 2.959, 0.514], [5.246, 4.508, 0.492], [6.617, 1.950, 1.262], [7.448, 3.539, 1.299], [7.609, 3.486, -0.868], [-9.940, -0.238, -1.549], [-9.230, -1.072, -0.524], [-7.887, -1.248, -0.971], [-11.013, -0.089, -1.426], [-9.646, -0.542, -2.553], [-9.546, 0.770, -1.416], [-9.724, -2.039, -0.425], [-9.142, -0.639, 0.472], [-7.644, -2.152, -1.185], [-2.330, -5.010, -3.959], [-1.450, -5.305, -3.725], [-2.259, -4.748, -4.877], [5.359, -0.269, -3.002], [5.851, 0.507, -2.735], [5.947, -1.002, -2.818], [-5.496, 1.428, -3.522], [-4.625, 1.064, -3.679], [-5.934, 0.777, -2.975], [0.566, -6.138, -1.094], [-0.137, -5.809, -0.534], [0.800, -6.984, -0.713], [2.566, -0.558, -6.391], [3.123, -0.532, -5.613], [3.145, -0.302, -7.109], [-3.422, -3.055, 4.205], [-2.220, -3.994, 3.963], [-1.806, -4.867, 5.147], [-1.536, -4.081, 6.289], [-0.872, -4.763, 7.301], [-2.488, -4.838, 2.771], [-4.300, -3.578, 4.584], [-3.679, -2.586, 3.256], [-3.171, -2.250, 4.896], [-1.470, -3.240, 3.726], [-0.901, -5.332, 4.756], [-2.526, -5.637, 5.425], [-0.371, -4.001, 7.898], [-0.154, -5.435, 6.832], [-1.557, -5.342, 7.921], [-3.058, -4.371, 2.080], [-3.183, -5.539, 2.983], [3.927, 7.005, -8.936], [3.921, 6.836, -7.444], [2.690, 6.065, -6.853], [2.637, 6.301, -5.443], [1.719, 5.439, -4.763], [5.059, 6.024, -7.002], [4.267, 6.139, -9.504], [4.593, 7.832, -9.183], [2.905, 7.269, -9.211], [4.010, 7.795, -6.933], [2.601, 5.025, -7.166], [1.773, 6.560, -7.173], [2.100, 4.418, -4.744], [0.769, 5.440, -5.297], [1.646, 5.783, -3.732], [5.880, 6.547, -7.270], [5.042, 6.208, -6.009], [-5.296, 5.922, 0.785], [-6.561, 5.866, 1.710], [-6.633, 4.836, 2.804], [-7.822, 4.979, 3.523], [-8.021, 3.946, 4.493], [-6.795, 7.252, 2.147], [-5.244, 5.123, 0.045], [-4.333, 5.772, 1.274], [-5.126, 6.810, 0.177], [-7.467, 5.608, 1.162], [-5.824, 5.062, 3.499], [-6.579, 3.820, 2.414], [-8.977, 3.974, 5.017], [-7.234, 3.983, 5.247], [-7.917, 2.950, 4.063], [-6.176, 7.363, 2.937], [-7.658, 7.228, 2.671], [4.726, -3.755, 2.530], [6.141, -4.291, 2.556], [6.689, -4.634, 3.976], [6.978, -3.393, 4.691], [7.350, -3.640, 6.029], [6.131, -5.476, 1.663], [3.928, -4.450, 2.791], [4.569, -3.214, 1.597], [4.612, -3.002, 3.309], [6.799, -3.568, 2.074], [7.660, -5.092, 3.790], [6.013, -5.258, 4.561], [8.413, -3.838, 6.166], [6.696, -4.393, 6.469], [7.156, -2.656, 6.455], [5.796, -5.195, 0.752], [7.068, -5.819, 1.508]],
  "mulliken_charge": [-1.090, -0.125, -0.509, 0.336, 0.292, 0.290, 0.293, 0.205, 0.309, -1.005, -0.229, -0.520, 0.283, 0.337, 0.274, 0.243, 0.316, 0.300, -0.939, -0.187, -0.516, 0.257, 0.324, 0.256, 0.272, 0.263, 0.272, -0.973, -0.135, -0.521, 0.337, 0.263, 0.274, 0.183, 0.284, 0.290, -0.994, -0.139, -0.506, 0.331, 0.279, 0.250, 0.302, 0.200, 0.282, -0.643, 0.308, 0.330, -0.637, 0.328, 0.311, -0.637, 0.324, 0.306, -0.645, 0.325, 0.318, -0.637, 0.322, 0.311, -1.487, 0.484, -0.621, -0.272, -0.703, -0.664, 0.335, 0.426, 0.330, 0.182, 0.341, 0.337, 0.207, 0.329, 0.260, 0.272, 0.248, -1.434, 0.591, -0.845, -0.336, -0.702, -0.797, 0.371, 0.369, 0.346, 0.298, 0.379, 0.412, 0.285, 0.303, 0.243, 0.261, 0.255, -1.435, 0.395, -0.705, -0.296, -0.738, -0.771, 0.353, 0.334, 0.390, 0.295, 0.350, 0.394, 0.269, 0.309, 0.284, 0.255, 0.315, -1.460, 0.672, -0.686, -0.302, -0.677, -0.752, 0.375, 0.364, 0.335, 0.206, 0.283, 0.358, 0.250, 0.318, 0.226, 0.258, 0.232]
}